No. 1
DFT (ωB97M-V with the def2-TZVPD basis set) results for C6H12N2O4S as an isolated structure in a non-equilibrium geometry.

Calculated values
HOMO-LUMO gap (eV): 9.620
LUMO (eV): 0.38
ΔE to the lowest compared entry with this formula, charge and spin (kcal/mol): 147.2
Max |F| (hartree/bohr): 0.1856

XYZ file:
```
25
Properties=species:S:1:pos:R:3:forces:R:3
H -0.1682 -1.2749 -0.5704 -1.1 -1.1 -1.4
C 1.8977 1.3324 -1.4950 7.4 0.2 0.7
H -1.9798 0.1101 -2.9845 2.9 -0.6 3.4
C -0.2687 -1.0294 2.1483 5.8 4.0 2.0
C 0.5783 0.8794 -1.1061 -3.9 -1.3 -1.7
N 0.2844 -0.4382 -0.3551 2.6 5.4 4.4
H 2.4608 0.7102 -2.3751 -1.8 1.1 2.3
O 0.4772 1.1102 1.3551 -0.2 -0.9 -0.7
H -1.9944 -2.4646 2.7684 2.9 1.4 -2.4
H 2.7754 1.2519 -0.5450 -2.9 0.5 -2.7
O -1.3246 -0.0372 -2.0986 -1.5 1.6 -4.4
H -0.4165 -3.1562 0.6027 -1.0 -0.1 -0.1
H 0.8549 -1.4558 2.3536 -2.9 0.3 0.1
H 2.0652 2.6476 -3.5367 -0.2 0.4 0.9
C 0.1718 -0.0205 0.9913 0.0 -0.4 0.6
N -0.8150 -0.2072 3.4173 -0.7 4.0 -4.1
H -0.1836 1.7570 -0.8940 1.8 -1.4 1.1
C -0.1081 0.6660 -2.3747 -3.3 -0.9 -3.0
S 1.9880 3.1173 -2.2452 0.0 -1.9 0.3
H -1.4607 0.7123 2.7439 2.0 -3.7 2.7
O 0.1386 1.1030 -3.4788 -0.3 -0.9 1.3
H -0.1299 0.5593 3.7465 -0.5 -2.0 -0.9
H -2.1921 -1.2346 1.4878 0.9 -0.1 0.6
O -1.3244 -2.7695 0.6054 2.5 0.9 1.9
C -1.3262 -1.8684 1.8390 -8.3 -4.5 -1.1
```
Forces are in eV/Å.

No. 2
DFT (ωB97M-V with the def2-TZVPD basis set) results for C6H12N2PPtS as an isolated structure in a non-equilibrium geometry.

Calculated values
HOMO-LUMO gap (spin up / spin down) (eV): 2.522 / 6.646
2S+1: 3
LUMO (spin up / spin down) (eV): 2.80 / 2.73
Charge: -1
Max |F| (hartree/bohr): 0.0684

XYZ file:
```
23
Properties=species:S:1:pos:R:3:forces:R:3
H -1.4841 -0.9918 -3.1873 0.2 0.1 0.3
H 2.5552 -0.0982 -1.7444 -0.3 -0.2 0.2
Pt -0.8214 0.1950 -0.8182 -0.8 2.7 2.1
C 1.5453 -0.5110 -1.7444 0.9 1.8 -1.4
H 1.6946 -2.2876 -0.4619 -0.2 0.4 -0.1
N -0.1216 0.8589 3.0117 0.6 0.5 0.3
H -1.0004 -2.6004 -1.0401 0.5 0.0 -0.2
C -0.6323 -0.9236 -2.5127 0.5 -0.2 0.0
H 0.8085 -1.4866 3.1620 0.0 0.0 0.1
S -1.8897 -0.0372 1.2507 -0.7 -0.5 1.8
H 0.6654 0.7964 3.6479 -0.1 0.0 0.1
C -0.5067 -0.1892 2.2871 -0.8 0.0 -1.1
C 1.1085 -1.6185 -1.0921 -1.4 -1.7 0.9
H -0.3092 3.1978 -1.4679 0.1 0.2 0.6
N 0.1559 -1.3436 2.3959 0.2 -0.3 0.0
H -1.5962 3.0827 0.3249 0.5 0.2 0.0
H 0.4418 0.9619 -3.1579 0.4 -0.4 0.0
H 0.6291 2.7361 0.4765 -0.4 0.4 -0.1
C -0.3278 -1.8091 -1.3724 1.1 -0.8 -2.0
P -0.5172 2.4030 -0.3037 -0.3 -0.2 -0.4
H -0.1972 -2.1564 1.9033 -0.1 0.3 0.2
H -0.6387 1.7254 2.9442 -0.1 -0.3 0.2
C 0.4380 0.0957 -2.5010 0.1 -2.1 -1.1
```
Forces are in eV/Å.